1.
The following is a quantum chemistry calculation of 2 unconnected molecules or ions with the total composition C6H6O2 in a non-equilibrium geometry, from the OMol25 dataset.

For the energy above the lowest of the compared OMol25 structures with the same formula, charge and spin, the calculation gives 805.6 kJ/mol.

```
! wB97M-V def2-TZVPD RIJCOSX def2/J DEFGRID3
* xyz 0 1
O -0.47 -1.15 -0.24
O 2.74 -2.12 -0.59
C 0.73 -0.65 -0.08
C 0.32 1.80 0.33
C -1.51 -0.22 -0.70
C 1.18 0.64 0.02
C 1.52 -1.90 -0.06
C -0.66 2.58 0.90
H -1.13 0.42 -1.50
H 2.24 0.62 0.50
H -2.41 -0.93 -0.85
H 0.57 -3.11 0.60
H -1.19 3.34 1.70
H -1.93 0.68 -0.03
*
```

Löwdin population analysis, charges in e, atoms 1 to 4:
1. O -0.13
2. O -0.04
3. C -0.38
4. C -0.11

=====

2.
The following is a quantum chemistry calculation of a molecular structure, C4H3LaO2 in a non-equilibrium geometry, from the OMol25 dataset.

For the energy above the lowest of the compared OMol25 structures with the same formula, charge and spin, the calculation gives 0.0 kJ/mol. As for the expectation value of S²: 0.77.

```
! wB97M-V def2-TZVPD RIJCOSX def2/J DEFGRID3
* xyz 1 2
La 0.28 1.56 -0.05
O -2.44 -0.08 -0.09
O 1.82 0.09 -0.21
C -1.30 -0.45 0.24
C -0.91 -1.94 -0.01
C 1.68 -1.23 0.01
C 0.53 -1.84 0.31
H -1.16 -2.25 -1.04
H 2.60 -1.82 -0.09
H -1.47 -2.52 0.75
*
```

Löwdin population analysis, charges in e, atoms 1 to 4:
1. La 2.09
2. O -0.05
3. O -0.48
4. C -0.46

=====

3.
The following is a quantum chemistry calculation of 2 unconnected molecules or ions with the total composition C4H13NO2 in a non-equilibrium geometry, from the OMol25 dataset.

The structure (SMILES) is CCCNCO.O. For the energy above the lowest of the compared OMol25 structures with the same formula, charge and spin, the calculation gives 77.9 kJ/mol.

```
! wB97M-V def2-TZVPD RIJCOSX def2/J DEFGRID3
* xyz 0 1
O 2.71 1.67 1.21
O 2.36 -1.73 0.06
N 0.77 0.00 -0.13
C -2.32 -0.48 -0.92
C -0.45 0.65 0.33
C -1.54 0.83 -0.69
C 1.03 -1.39 0.27
H 2.18 2.45 1.07
H -2.74 -0.76 0.05
H 0.88 0.06 -1.13
H -0.21 1.56 0.89
H -1.62 -1.31 -1.07
H 2.85 -1.38 0.83
H -2.29 1.58 -0.44
H 0.36 -2.07 -0.26
H -1.08 1.18 -1.62
H -0.85 0.01 1.14
H 2.15 0.96 0.88
H -2.96 -0.43 -1.79
H 0.76 -1.41 1.33
*
```

Löwdin population analysis, charges in e, atoms 1 to 4:
1. O -0.08
2. O -0.03
3. N -0.07
4. C -0.10